# 1
DFT (ωB97M-V/def2-TZVPD) results for a molecular structure, C19H26BN6PtSi2 at a distorted geometry.

Geometry as XYZ:
```
55
Properties=species:S:1:pos:R:3:forces:R:3:nbo_charge:R:1
H -2.943 -0.209 -2.546 -0.01 0.01 -0.01 0.223
H 4.782 -1.715 0.330 -0.01 0.00 0.00 0.211
N 1.644 -1.096 0.724 0.39 0.00 -0.14 -0.313
C -5.681 0.025 2.032 0.04 0.05 -0.08 -0.257
H -1.865 3.397 0.433 -0.01 0.01 -0.01 0.223
H -0.996 3.430 -1.107 -0.05 -0.04 -0.01 0.225
C -3.343 -0.151 1.397 -0.18 -0.08 0.17 -0.475
C 3.447 2.571 -0.887 -0.03 0.03 -0.03 -0.028
C 3.177 -2.397 1.733 -0.05 0.02 0.00 -0.365
N 2.841 -0.940 0.103 -0.18 0.09 -0.04 -0.316
C -4.836 1.303 0.177 0.00 -0.05 0.06 -0.204
B 3.059 0.002 -1.109 0.00 0.06 -0.07 0.565
C 1.341 -1.082 -4.225 0.00 0.00 0.04 -0.375
C 1.843 -1.967 1.700 -0.05 -0.03 0.05 -0.032
H 3.479 -0.478 -3.918 -0.01 -0.02 0.01 0.208
N 2.156 -0.443 -2.278 0.05 -0.22 0.14 -0.330
H 3.049 4.659 -0.280 0.00 -0.01 0.00 0.216
H -1.744 0.930 -3.173 -0.03 0.04 0.05 0.225
H 3.635 -3.097 2.409 -0.01 0.01 0.00 0.216
H -2.766 3.519 -1.092 0.01 0.06 0.06 0.210
C -3.557 0.765 0.364 -0.22 0.14 -0.09 -0.440
N 0.862 -0.736 -2.057 0.04 0.44 -0.30 -0.318
C -5.893 0.940 1.000 0.07 -0.06 0.04 -0.236
C -4.416 -0.513 2.223 0.01 0.04 -0.05 -0.145
H -0.080 -0.789 3.578 -0.05 0.04 0.01 0.216
H -6.502 -0.264 2.679 0.00 0.00 0.00 0.192
H -5.014 2.017 -0.624 0.01 -0.01 0.01 0.192
C 1.604 3.026 0.212 0.02 0.00 0.12 -0.037
H -0.811 -3.211 1.571 -0.06 0.00 -0.02 0.216
C 0.357 -1.110 -3.224 -0.02 -0.11 0.02 -0.037
N 1.602 1.721 -0.016 -0.02 0.21 -0.49 -0.318
H -4.263 -1.225 3.031 0.00 0.01 -0.01 0.182
H -0.681 -1.396 -3.284 0.02 0.04 -0.02 0.215
H 1.021 -2.250 2.338 0.04 0.00 -0.02 0.214
Si -1.568 -0.805 1.542 -0.17 0.42 -0.44 1.259
H 1.240 -1.341 -5.265 0.00 0.00 0.01 0.216
H 4.388 2.538 -1.411 0.00 0.00 0.02 0.208
H -6.879 1.364 0.844 0.00 -0.01 0.01 0.193
C 2.759 3.623 -0.315 -0.02 -0.04 0.01 -0.375
H -2.208 -2.976 0.524 -0.01 -0.01 0.02 0.230
C -2.569 0.815 -2.462 -0.02 0.04 -0.23 -1.128
C 2.475 -0.652 -3.566 -0.03 0.03 -0.03 -0.028
N 2.727 1.452 -0.702 0.08 -0.12 0.22 -0.330
H -2.419 -3.025 2.288 -0.01 -0.03 -0.04 0.207
C -1.089 -0.445 3.335 0.13 -0.02 0.20 -1.130
Si -2.033 1.177 -0.686 -0.05 -0.11 0.16 1.280
C 3.768 -1.712 0.694 0.08 0.00 -0.03 -0.021
H -1.121 0.631 3.516 -0.01 -0.01 0.02 0.230
H 4.211 -0.041 -1.475 -0.03 -0.06 0.08 -0.057
H -3.370 1.502 -2.758 -0.03 -0.06 -0.05 0.210
C -1.765 -2.684 1.478 0.07 -0.23 0.03 -1.130
H -1.789 -0.937 4.021 0.01 0.04 0.02 0.207
C -1.897 3.061 -0.607 0.04 0.22 -0.09 -1.127
Pt -0.183 0.082 -0.030 0.25 -0.73 0.78 0.149
H 0.785 3.468 0.757 0.00 0.01 -0.05 0.214
```
Positions in Å, forces in eV/Å.

## Properties
Kohn-Sham gap: 7.18 eV
Multiplicity: 1
F_max: 0.0214 Eh/bohr
Charge: -1
Energy above the lowest of the compared OMol25 structures with the same formula, charge and spin: 4.48 kcal per mole



# 2
DFT (ωB97M-V/def2-TZVPD) results for 2 unconnected molecules or ions with the total composition C3H9OS at a distorted geometry.

Geometry as XYZ:
```
14
Properties=species:S:1:pos:R:3:forces:R:3:nbo_charge:R:1
O 0.494 -3.177 -1.565 -1.67 1.52 -2.95 -0.749
H -2.274 3.107 0.773 0.56 0.37 0.19 0.160
C -1.714 2.543 0.008 -0.67 -0.20 1.31 -0.841
S 0.106 2.586 -0.061 -1.06 1.23 -3.06 0.165
C 1.016 -2.882 -0.310 3.76 -1.09 -1.41 -0.254
H 0.833 2.248 1.999 0.19 -1.10 -0.33 0.138
H -2.079 1.533 0.156 0.13 -0.48 -0.30 0.184
H 0.704 0.621 1.245 -0.33 -2.45 -0.31 0.158
H 1.927 -3.587 -0.347 -0.53 1.22 0.85 0.139
H 0.424 -3.348 0.446 -0.80 0.88 0.92 0.176
H 1.414 -1.837 -0.347 -0.79 -0.79 1.29 0.210
H 0.430 -2.345 -2.127 0.02 -1.67 1.33 0.474
H -2.004 2.908 -0.930 -0.82 0.49 -1.62 0.181
C 0.723 1.631 1.059 2.01 2.07 4.08 -1.142
```
Positions in Å, forces in eV/Å.

## Properties
Kohn-Sham gap: 4.85 eV
Multiplicity: 1
F_max: 0.0972 Eh/bohr
Charge: -1
Energy above the lowest of the compared OMol25 structures with the same formula, charge and spin: 98.12 kcal per mole



# 3
DFT (ωB97M-V/def2-TZVPD) results for C6H14NO4P in the gas phase at a distorted geometry.

Geometry as XYZ:
```
26
Properties=species:S:1:pos:R:3:forces:R:3:nbo_charge:R:1
H 0.361 -3.475 -2.059 -0.74 0.28 -1.11 0.207
N -1.165 1.574 -1.059 0.68 2.75 -0.10 -0.109
H -0.651 1.125 3.436 -0.33 -0.65 -1.16 0.208
H 1.362 0.486 2.859 0.44 0.94 -0.07 0.187
P 1.085 0.262 -0.553 -0.13 -0.53 1.07 2.313
O 1.177 0.069 1.002 1.17 -0.31 -0.73 -0.828
C -2.518 1.884 -0.983 -3.03 1.65 0.29 -0.434
H 1.332 -4.516 -1.106 -0.03 1.11 0.30 0.216
C -0.593 0.608 2.409 -3.19 5.39 0.98 -0.622
H -2.774 2.015 -2.010 -1.03 0.10 -0.75 0.221
O 2.018 1.238 -1.123 -0.43 0.41 -0.65 -1.085
C 0.800 0.928 2.020 0.53 -1.59 1.83 -0.085
C 0.959 -2.426 -0.322 2.92 -1.07 1.79 -0.071
H 1.691 -2.582 0.543 -1.13 -0.23 -0.90 0.183
H -0.958 -0.382 2.599 0.32 -0.62 -0.65 0.232
H 1.035 1.999 1.892 -0.20 -0.52 -0.21 0.203
H -3.107 1.054 -0.500 0.83 1.01 -0.57 0.235
H 2.120 -3.077 -1.887 -0.76 -0.71 -0.12 0.231
H -1.351 1.317 1.747 1.48 -2.33 1.62 0.198
H -0.025 -2.497 0.115 -0.57 1.12 -0.27 0.201
H 0.490 2.716 -2.002 -3.31 0.02 1.57 0.512
C 1.187 -3.442 -1.401 1.55 -1.13 0.21 -0.634
H -2.731 2.883 -0.498 0.49 -1.15 -0.28 0.224
C -0.750 0.547 -0.570 3.71 -3.04 -0.49 -0.224
O -0.510 2.918 -1.652 2.58 -1.89 -0.67 -0.670
O 1.515 -1.226 -0.898 -1.82 1.00 -0.92 -0.810
```
Positions in Å, forces in eV/Å.

## Properties
Kohn-Sham gap: 9.50 eV
Multiplicity: 1
F_max: 0.1232 Eh/bohr
Energy above the lowest of the compared OMol25 structures with the same formula, charge and spin: 64.67 kcal per mole



# 4
DFT (ωB97M-V/def2-TZVPD) results for a molecular structure, CH2FOPS at a distorted geometry.

Geometry as XYZ:
```
7
Properties=species:S:1:pos:R:3:forces:R:3:nbo_charge:R:1
C 0.447 0.349 1.152 0.94 -1.12 -0.79 -0.958
P -1.154 0.543 0.673 1.72 1.44 1.50 1.135
O -1.646 -0.557 -0.276 0.89 -2.24 -3.19 -0.920
H 1.162 -0.471 0.778 -1.38 1.18 0.23 0.235
F 0.514 0.225 -2.013 -0.78 -1.53 -0.14 -0.453
S -0.339 -1.184 -2.034 -0.65 2.36 2.39 0.724
H 1.016 1.095 1.719 -0.73 -0.09 0.00 0.236
```
Positions in Å, forces in eV/Å.

## Properties
Kohn-Sham gap (alpha / beta): 6.34 / 6.27 eV
Multiplicity: 1
F_max: 0.0778 Eh/bohr
Energy above the lowest of the compared OMol25 structures with the same formula, charge and spin: 96.95 kcal per mole



# 5
DFT (ωB97M-V/def2-TZVPD) results for 2 unconnected molecules or ions with the total composition C2H4BrO2 at a distorted geometry.

Geometry as XYZ:
```
9
Properties=species:S:1:pos:R:3:forces:R:3:nbo_charge:R:1
C -1.488 -0.284 0.000 -0.31 0.21 0.00 -0.729
O 0.516 0.924 0.000 -0.03 -0.61 0.00 -0.697
C 0.003 -0.342 0.000 0.65 -0.73 0.00 0.795
H 1.485 0.917 0.000 0.03 -0.33 0.00 0.498
H -1.894 -0.784 0.879 0.13 -0.04 0.01 0.244
H -1.789 0.754 0.000 -0.29 0.11 0.00 0.231
O 0.648 -1.373 0.000 -0.24 1.46 0.00 -0.590
Br 4.412 0.971 0.000 -0.06 -0.02 0.00 0.005
H -1.894 -0.784 -0.879 0.13 -0.04 -0.01 0.244
```
Positions in Å, forces in eV/Å.

## Properties
Kohn-Sham gap (alpha / beta): 11.35 / 6.53 eV
Multiplicity: 2
F_max: 0.0287 Eh/bohr



| no. | M (u) | E_tot (Eh) |
| --- | --- | --- |
| 1 | 600.52 | -1791.54571 |
| 2 | 93.17 | -593.01653 |
| 3 | 195.16 | -933.95890 |
| 4 | 112.06 | -953.80314 |
| 5 | 139.96 | -2803.07489 |